1.
2 unconnected molecules or ions with the total composition C7H16O, computed with the ωB97M-V functional and the def2-TZVPD basis.

Atoms and positions in Å:
C (0.266, -2.522, 0.186)
C (-0.287, -1.665, -0.913)
C (-1.441, -0.702, -0.530)
C (-0.968, 0.703, -0.411)
C (-0.907, 1.533, -1.461)
C (-0.417, 1.125, 0.976)
C (0.304, 2.511, 1.066)
H (-0.099, -2.267, 1.123)
H (1.319, -2.234, 0.470)
H (0.115, -3.487, -0.034)
H (0.517, -1.037, -1.347)
H (-0.635, -2.279, -1.737)
H (-2.225, -0.692, -1.143)
H (-1.779, -1.191, 0.414)
H (-1.270, 1.099, -2.468)
H (-0.627, 2.620, -1.497)
H (0.277, 0.294, 1.380)
H (-1.071, 1.017, 1.833)
H (0.808, 2.592, 0.080)
H (-0.495, 3.271, 1.230)
H (1.010, 2.779, 1.883)
H (2.123, 0.019, 0.648)
H (2.811, -0.827, -0.344)
O (2.673, -0.660, 0.596)

**2S+1**: 2
**Net charge**: +1
**Gap between HOMO and LUMO (alpha / beta)**: 10.4 / 5.9 eV
**LUMO level (alpha / beta)**: -0.1599 / -0.3238 Ha
**⟨S²⟩**: 0.75
**HOMO energy (alpha / beta)**: -14.71 / -14.71 eV



2.
A molecular structure, C10H25AlBr3FN3O4P, computed with the ωB97M-V functional and the def2-TZVPD basis.

Atoms and positions in Å:
Al (-0.899, 3.069, 2.263)
F (0.988, 1.720, 0.801)
C (4.312, 0.937, 0.097)
Br (4.937, 1.968, -1.443)
Br (5.576, 1.154, 1.566)
Br (4.139, -0.961, -0.338)
H (3.360, 1.327, 0.442)
O (-1.488, 1.854, -0.257)
P (-1.029, 0.832, -1.191)
N (-2.266, 0.121, -2.091)
C (-2.017, -0.828, -3.142)
C (-3.609, 0.108, -1.570)
N (-0.330, -0.519, -0.458)
C (-1.021, -1.045, 0.724)
C (0.501, -1.448, -1.182)
N (0.093, 1.415, -2.281)
C (-0.324, 1.791, -3.617)
C (1.451, 1.676, -1.910)
H (-2.230, -1.862, -2.829)
H (-0.967, -0.890, -3.427)
H (-2.629, -0.649, -4.029)
H (-4.370, 0.222, -2.348)
H (-3.821, 0.850, -0.804)
H (-3.843, -0.870, -1.120)
H (-0.807, -0.366, 1.556)
H (-2.085, -1.204, 0.512)
H (-0.590, -2.023, 0.930)
H (-0.085, -2.284, -1.596)
H (0.980, -0.962, -2.033)
H (1.278, -1.881, -0.546)
H (-0.162, 0.909, -4.255)
H (-1.411, 1.913, -3.697)
H (0.149, 2.675, -4.033)
H (1.605, 2.714, -1.574)
H (2.198, 1.581, -2.704)
H (1.725, 1.064, -1.051)
C (-1.565, -1.425, 5.388)
O (-0.273, -1.707, 4.811)
C (0.236, -0.877, 3.917)
O (-0.261, 0.158, 3.519)
O (1.424, -1.362, 3.562)
C (2.063, -0.763, 2.437)
H (-1.406, -1.131, 6.421)
H (-2.067, -2.383, 5.297)
H (-2.155, -0.659, 4.892)
H (2.737, 0.024, 2.766)
H (1.362, -0.410, 1.680)
H (2.595, -1.573, 1.945)

**2S+1**: 1
**Net charge**: +2
**Gap between HOMO and LUMO**: 2.8 eV
**LUMO level**: -0.4389 Ha
**HOMO energy**: -14.78 eV



3.
A molecular structure, C29H26MoNOPS, computed with the ωB97M-V functional and the def2-TZVPD basis.

Atoms and positions in Å:
Mo (0.329, -0.256, -0.170)
O (0.553, 0.482, 1.837)
C (-0.275, -0.422, 1.694)
C (-1.093, -1.274, 2.513)
C (-1.323, -1.181, 3.880)
C (-2.095, -2.168, 4.475)
C (-2.603, -3.225, 3.724)
C (-2.354, -3.327, 2.353)
C (-1.598, -2.342, 1.754)
P (-1.125, -2.164, 0.020)
C (0.592, -2.641, -0.242)
C (1.491, -2.960, 0.801)
C (2.845, -3.031, 0.553)
C (3.358, -2.785, -0.727)
C (2.509, -2.426, -1.747)
C (1.128, -2.302, -1.510)
C (-2.273, -3.028, -1.043)
C (-3.612, -2.630, -1.017)
C (-4.530, -3.261, -1.838)
C (-4.116, -4.283, -2.685)
C (-2.787, -4.683, -2.705)
C (-1.859, -4.059, -1.886)
H (-0.920, -0.358, 4.456)
H (-2.308, -2.120, 5.534)
H (-3.202, -3.981, 4.214)
H (-2.756, -4.154, 1.782)
H (1.104, -3.184, 1.788)
H (3.519, -3.303, 1.355)
H (4.420, -2.885, -0.908)
H (2.887, -2.259, -2.748)
H (0.463, -2.119, -2.348)
H (-3.943, -1.846, -0.345)
H (-5.569, -2.960, -1.817)
H (-4.836, -4.776, -3.324)
H (-2.472, -5.489, -3.353)
H (-0.829, -4.392, -1.890)
C (3.089, 1.167, -2.104)
S (2.705, 0.702, -0.405)
C (2.889, 2.285, 0.433)
H (2.411, 1.943, -2.456)
H (2.996, 0.281, -2.727)
H (4.116, 1.525, -2.137)
H (3.947, 2.536, 0.467)
H (2.514, 2.165, 1.446)
H (2.339, 3.067, -0.086)
C (-0.905, 0.283, -1.829)
C (-1.382, 1.223, -0.821)
C (-0.488, 2.215, -0.388)
C (-0.784, 3.007, 0.731)
C (-1.964, 2.805, 1.410)
C (-2.905, 1.850, 0.951)
C (-2.618, 1.075, -0.133)
C (-2.254, 3.572, 2.590)
N (-2.468, 4.169, 3.546)
H (-0.241, 0.725, -2.575)
H (-1.646, -0.386, -2.253)
H (0.364, 2.458, -1.010)
H (-0.102, 3.779, 1.058)
H (-3.848, 1.747, 1.471)
H (-3.334, 0.348, -0.497)

**2S+1**: 1
**Net charge**: +2
**Gap between HOMO and LUMO**: 6.8 eV
**LUMO level**: -0.2682 Ha
**HOMO energy**: -14.13 eV



4.
C5H8O2 in the gas phase, computed with the ωB97M-V functional and the def2-TZVPD basis.

Atoms and positions in Å:
C (-1.402, -0.170, -0.145)
C (-0.200, -1.037, 0.062)
C (1.127, -0.276, 0.103)
O (2.296, -0.970, -0.129)
C (1.038, 0.690, -1.134)
C (1.397, 1.058, -2.303)
O (1.221, 2.088, -1.408)
H (-2.079, -0.740, -0.687)
H (-2.021, 0.041, 0.695)
H (-1.012, 0.626, -0.760)
H (-0.453, -1.663, 1.008)
H (-0.104, -1.725, -0.750)
H (1.326, 0.406, 0.930)
H (2.076, -1.734, -0.677)
H (1.711, 1.024, -3.288)

**2S+1**: 1
**Net charge**: 0
**Gap between HOMO and LUMO**: 8.3 eV
**LUMO level**: 0.0318 Ha
**SMILES**: CC[C@@H](O)C1=CO1
**HOMO energy**: -7.41 eV



5.
C3H7NO2 in the gas phase, computed with the ωB97M-V functional and the def2-TZVPD basis.

Atoms and positions in Å:
C (1.368, -0.950, 0.061)
C (0.378, 0.171, 0.181)
C (-1.014, -0.108, 0.708)
O (-1.738, -0.938, -0.185)
N (0.745, 1.229, -0.420)
O (-0.343, 2.059, -0.763)
H (1.902, -0.784, -0.879)
H (2.097, -1.019, 0.869)
H (0.802, -1.882, -0.023)
H (-1.549, 0.824, 0.917)
H (-0.925, -0.673, 1.640)
H (-1.994, -0.385, -0.933)
H (-0.145, 2.065, -1.710)

**2S+1**: 1
**Net charge**: 0
**Gap between HOMO and LUMO**: 10.7 eV
**LUMO level**: 0.0273 Ha
**SMILES**: C/C(CO)=N/O
**HOMO energy**: -9.91 eV



6.
A molecular structure, C2H3Cl, computed with the ωB97M-V functional and the def2-TZVPD basis.

Atoms and positions in Å:
C (-0.115, 0.457, 0.024)
C (-1.093, -0.407, -0.029)
Cl (-2.727, 0.089, -0.076)
H (1.141, -0.087, -0.227)
H (-0.315, 1.558, 0.001)
H (-1.100, -1.428, -0.013)

**2S+1**: 1
**Net charge**: 0
**Gap between HOMO and LUMO**: 10.8 eV
**LUMO level**: 0.0370 Ha
**HOMO energy**: -9.84 eV



7.
C7H11N in the gas phase, computed with the ωB97M-V functional and the def2-TZVPD basis.

Atoms and positions in Å:
C (-2.292, -1.176, -0.422)
C (-1.324, -0.442, 0.034)
C (-1.301, 1.079, -0.007)
N (0.065, 1.575, 0.465)
C (1.035, 1.007, -0.473)
C (1.342, -0.355, 0.100)
C (2.562, -1.021, -0.195)
C (-0.003, -0.900, 0.727)
H (-3.155, -1.013, -1.221)
H (-2.204, -2.082, -0.116)
H (-1.987, 1.327, 0.661)
H (-1.614, 1.365, -1.075)
H (-0.083, 2.511, 0.370)
H (1.944, 1.785, -0.413)
H (0.913, 1.122, -1.556)
H (3.418, -0.471, -0.587)
H (2.789, -2.106, -0.023)
H (-0.129, -1.954, 0.341)
H (-0.467, -0.657, 1.776)

**2S+1**: 1
**Net charge**: 0
**Gap between HOMO and LUMO**: 9.8 eV
**LUMO level**: 0.0354 Ha
**SMILES**: C=C1CNCC(=C)C1
**HOMO energy**: -8.88 eV



8.
A molecular structure, C4H2LuO, computed with the ωB97M-V functional and the def2-TZVPD basis.

Atoms and positions in Å:
C (2.580, -0.766, 0.003)
C (1.474, -0.613, -0.550)
C (0.226, -0.317, -0.248)
C (-1.069, -0.035, 0.020)
O (-1.725, 0.923, -0.480)
Lu (-3.533, 2.315, 0.121)
H (3.584, -0.762, 0.402)
H (-1.537, -0.745, 0.731)

**2S+1**: 2
**Net charge**: +2
**Gap between HOMO and LUMO (alpha / beta)**: 7.0 / 6.0 eV
**LUMO level (alpha / beta)**: -0.3537 / -0.3907 Ha
**⟨S²⟩**: 0.75
**HOMO energy (alpha / beta)**: -16.61 / -16.61 eV



Energy relative to the best compared isomer or geometry (same formula, charge and spin): 206.0 30.3 0.0 546.1 320.7 119.7 490.2 0.0 (kJ/mol)
Energy: -9554.541 -252146.703 -55996.569 -9404.172 -8807.205 -14643.070 -8922.648 -39822.755 (eV)
Max |F|: 6.54 1.87 0.17 4.66 0.84 4.88 6.53 5.23 (eV/A)